[1]
ORCA calculation (ωB97M-V/def2-TZVPD) on a structure of composition C35H42HfN2O2P2.

Computed properties:
Relative energy (zero: lowest compared OMol25 entry of this formula, charge and spin) ... 0.0 kcal per mole
Net charge ... +2
DFT total energy ... -2349.23136 a.u.
M ... 763.2 Da
LUMO energy ... -5.9 eV
HOMO ... -0.4330 hartree
Gap between HOMO and LUMO ... 5.85 eV
Max |F| ... 4.837 eV/Å

CARTESIAN COORDINATES (ANGSTROEM)
Hf1 0.089298 -0.903224 0.227172
C1 -0.935499 -4.967554 1.646276
C2 -1.220552 -3.538684 1.163788
C3 -2.206428 -2.787734 2.098517
C4 -1.690769 -3.406049 -0.310237
C5 -3.143014 -3.725026 -0.615547
O1 -3.773227 -2.485174 -1.039603
C6 -2.772864 -1.547489 -1.172927
N1 -1.556140 -1.952286 -0.803278
C7 -3.271038 -0.254365 -1.687311
C8 -4.545977 -0.188360 -2.265873
C9 -5.075462 0.984845 -2.831643
C10 -4.389528 2.181803 -2.784734
C11 -3.141076 2.157204 -2.161510
C12 -2.584111 0.993926 -1.594911
P1 -1.043130 1.280538 -0.631788
C13 -1.646769 2.324876 0.756503
C14 -1.983325 1.723286 1.995466
C15 -2.505998 2.513491 3.002358
C16 -2.770546 3.886672 2.785498
C17 -2.422133 4.479822 1.581671
C18 -1.850362 3.694651 0.567510
C19 -0.069323 2.411472 -1.721907
C20 -0.068689 2.200972 -3.120004
C21 0.626674 3.051501 -3.980721
C22 1.329073 4.154881 -3.484460
C23 1.370453 4.344927 -2.095100
C24 0.715974 3.465243 -1.208972
H1 -0.663457 -4.944358 2.703598
H2 -0.176306 -5.474447 1.073267
H3 -1.847877 -5.544828 1.550559
H4 -0.213809 -3.007220 1.172190
H5 -3.052867 -3.417373 2.386850
H6 -2.609241 -1.898358 1.594266
H7 -1.715878 -2.467050 3.030234
H8 -1.033469 -4.025982 -0.932011
H9 -3.708156 -4.077896 0.249900
H10 -3.264294 -4.448628 -1.442754
H11 -5.147655 -1.096909 -2.299988
H12 -6.076763 0.905502 -3.301241
H13 -4.806911 3.113469 -3.173700
H14 -2.531572 3.065443 -2.112574
H15 -1.849050 0.653128 2.148822
H16 -2.743809 2.064621 3.971801
H17 -3.232593 4.482582 3.563742
H18 -2.610692 5.543125 1.415249
H19 -1.557148 4.148563 -0.385774
H20 -0.593561 1.332384 -3.518163
H21 0.573663 2.869172 -5.050519
H22 1.810769 4.857787 -4.157923
H23 1.898958 5.214729 -1.697321
H24 0.786445 3.628548 -0.123682
C25 1.834169 -3.222715 -1.267606
C26 3.018024 -2.299589 -1.352713
C27 4.281299 -2.820486 -1.585352
C28 5.389293 -1.978733 -1.664858
C29 5.259005 -0.586760 -1.471360
C30 4.053320 0.015778 -1.160506
C31 4.056163 1.502572 -0.936340
C32 2.850104 -0.869160 -1.091190
N2 1.653544 -0.459376 -0.729634
H25 2.180801 -4.243444 -1.132600
H26 1.224027 -3.174621 -2.169634
H27 1.201671 -2.940508 -0.391096
H28 4.393142 -3.915296 -1.661764
H29 6.372202 -2.405469 -1.884880
H30 6.141083 0.075936 -1.505221
H31 4.585401 1.984550 -1.770254
H32 4.593620 1.751815 -0.013011
H33 3.030744 1.888890 -0.880884
C33 1.423189 -0.102376 4.661947
P2 1.672408 -0.172180 2.860344
C34 3.092768 -1.246638 2.596909
C35 1.929871 1.514399 2.266014
O2 0.402921 -0.766109 2.195721
H34 2.266440 0.417373 5.120518
H35 1.380874 -1.129647 5.029804
H36 0.489945 0.403688 4.887444
H37 3.971847 -0.749815 2.974029
H38 3.240909 -1.470963 1.537822
H39 2.953855 -2.178887 3.145526
H40 2.808047 1.968225 2.731201
H41 1.082821 2.144285 2.496835
H42 2.066279 1.495058 1.185742

Cartesian forces, eV/Å:
0.770 0.290 -2.200
-0.518 0.636 -0.085
-0.018 0.987 -0.028
0.568 0.010 0.045
0.576 0.327 -0.487
-0.832 -0.610 -0.278
2.295 1.180 -0.133
-0.456 -1.625 0.691
-2.458 -0.446 -0.282
0.196 1.375 0.152
-0.250 -0.356 -0.378
-0.875 -0.892 -0.002
0.448 -0.211 0.314
0.544 -0.149 0.252
-0.091 -0.054 -0.357
-0.347 1.383 -0.363
-0.011 -0.121 0.220
0.230 0.542 -0.764
-0.440 0.489 0.340
0.375 -0.709 0.040
0.058 -0.263 -0.362
-0.082 0.148 0.070
0.584 0.143 -0.355
0.146 -0.114 0.570
-0.151 0.047 0.172
-0.487 -0.465 0.727
-0.068 -0.131 0.063
-0.141 0.021 -0.330
0.048 -0.070 -0.141
0.384 -0.044 -0.191
-0.237 -0.218 0.084
-0.606 -0.514 0.321
0.123 0.006 -0.153
-0.008 -0.043 0.214
-0.133 -0.126 -0.331
-0.059 0.211 0.045
0.091 -0.005 -0.115
0.114 0.380 0.441
0.184 0.280 -0.111
0.793 0.184 0.393
0.194 -0.395 0.027
-0.445 -0.264 -0.003
0.020 0.164 0.053
-0.007 0.192 -0.377
0.081 -0.100 0.009
0.104 -0.380 0.034
-0.236 -0.077 0.504
0.015 0.311 -0.062
0.088 0.004 0.165
-0.027 -0.153 0.145
-0.100 -0.380 -0.039
-0.050 0.024 -0.583
0.382 0.601 0.030
0.082 1.658 0.491
0.357 -0.021 0.049
0.244 0.330 -0.056
0.370 -0.633 0.058
-1.708 -2.005 -0.100
-0.488 -0.105 -0.049
4.566 -0.748 -1.409
-3.431 0.143 2.106
-0.188 -0.125 0.127
-0.236 0.063 0.030
0.115 -0.407 -0.130
0.061 0.673 -0.152
-0.361 0.200 0.137
-0.368 -0.587 -0.126
-0.249 0.020 0.274
-0.115 0.045 -0.115
0.251 0.079 -0.060
0.137 -0.263 -0.841
0.708 0.563 1.451
-0.531 0.115 -0.341
0.423 -0.415 -0.028
0.202 0.064 0.767
-0.078 -0.018 0.016
-0.006 0.091 0.074
-0.067 0.135 0.053
0.413 0.189 0.155
0.008 0.119 -0.086
-0.096 0.046 0.040
0.046 -0.177 -0.012
-0.458 0.008 0.190
0.118 -0.054 -0.124


[2]
ORCA calculation (ωB97M-V/def2-TZVPD) on a structure of composition C3H5O3Pb.

Computed properties:
Relative energy (zero: lowest compared OMol25 entry of this formula, charge and spin) ... 137.9 kcal per mole
Net charge ... +1
DFT total energy ... -535.34895 a.u.
M ... 296.3 Da
LUMO energy (spin up / spin down) ... -6.1 / -6.1 eV
HOMO (spin up / spin down) ... -0.3621 / -0.3629 hartree
Gap between HOMO and LUMO (spin up / spin down) ... 3.76 / 3.77 eV
Max |F| ... 4.569 eV/Å

CARTESIAN COORDINATES (ANGSTROEM)
H1 -1.122247 -3.389692 -1.444138
O1 -0.681642 -1.896704 1.163383
C1 0.219617 -2.211107 0.313950
C2 -0.278372 -2.741179 2.551194
O2 0.185412 -2.079927 -0.922288
O3 1.416126 -2.231737 0.882954
C3 1.201511 -2.905871 2.373658
H2 -0.858292 -3.668032 2.540574
H3 -0.582813 -2.103545 3.384701
H4 1.564092 -3.929195 2.252220
H5 1.817025 -2.326813 3.066464
Pb1 1.826171 -0.461172 -0.577705

Cartesian forces, eV/Å:
0.402 0.063 0.269
-1.458 -2.809 2.383
-0.186 3.088 -0.219
-0.873 1.107 -1.388
-0.994 -0.809 -0.341
1.336 -3.251 2.920
0.827 0.672 -1.362
0.105 0.330 -0.327
0.068 0.057 -0.471
-0.142 0.301 -0.027
-0.112 -0.054 -0.393
1.027 1.303 -1.045


[3]
ORCA calculation (ωB97M-V/def2-TZVPD) on a structure of composition C60H37Br2CsN6O.

Computed properties:
Relative energy (zero: lowest compared OMol25 entry of this formula, charge and spin) ... 0.0 kcal per mole
Net charge ... -2
DFT total energy ... -7880.65991 a.u.
M ... 1150.7 Da
LUMO energy ... 3.7 eV
HOMO ... -0.0502 hartree
Gap between HOMO and LUMO ... 5.05 eV
Max |F| ... 0.592 eV/Å

CARTESIAN COORDINATES (ANGSTROEM)
Cs1 -0.021963 0.060962 0.397617
C1 4.141699 5.404473 3.721234
C2 3.603165 5.996160 2.586070
C3 3.149098 5.217071 1.533540
C4 3.190555 3.815011 1.585809
C5 3.754542 3.234253 2.733663
C6 4.219440 4.017610 3.777095
C7 2.713295 2.991774 0.474659
C8 1.541603 3.228251 -0.230765
C9 0.507114 4.246493 0.067807
C10 -0.572409 3.917080 -0.650678
C11 -0.227908 2.695334 -1.425653
C12 -1.114507 2.000834 -2.221612
C13 -2.553194 2.357057 -2.204869
C14 -3.332514 2.443152 -3.365401
C15 -4.668448 2.808638 -3.314268
C16 -5.275986 3.097098 -2.097957
C17 -4.535130 2.973790 -0.930769
C18 -3.203801 2.584462 -0.981957
C19 -0.671233 0.871122 -3.077571
N1 -0.175834 -0.238287 -2.571516
C20 0.114707 -1.080218 -3.634080
C21 0.769390 -2.299451 -3.532243
C22 0.710588 -3.206121 -4.708772
C23 1.876240 -3.726425 -5.272729
C24 1.818278 -4.560944 -6.378584
C25 0.591564 -4.900691 -6.934991
C26 -0.574811 -4.394430 -6.378945
C27 -0.514583 -3.552158 -5.277648
C28 1.551003 -2.722557 -2.422422
C29 2.095680 -4.013705 -2.130279
C30 2.832401 -3.870367 -0.972644
C31 2.737452 -2.493320 -0.617895
N2 1.950642 -1.831932 -1.473949
C32 3.322681 -1.691980 0.459094
C33 3.676251 -0.420796 0.115094
C34 3.877263 0.039092 -1.259198
C35 3.662367 1.361727 -1.244482
C36 3.335246 1.705764 0.139400
N3 3.475260 0.688633 0.960325
C37 3.234620 -2.141464 1.862434
C38 4.120624 -1.652943 2.827800
C39 4.032390 -2.067611 4.146800
C40 3.054231 -2.978546 4.529830
C41 2.162985 -3.462946 3.582866
C42 2.252125 -3.051489 2.260688
C43 -0.246295 -0.423579 -4.869683
C44 -0.734198 0.800277 -4.523864
N4 1.065919 2.360709 -1.167006
H1 4.499592 6.012078 4.543779
H2 3.551779 7.076912 2.510250
H3 2.780620 5.695514 0.634783
H4 3.800809 2.154629 2.792216
H5 4.636412 3.536107 4.654765
H6 0.598923 5.059977 0.769869
H7 -1.518641 4.433586 -0.682200
H8 -2.878534 2.238182 -4.324544
H9 -5.237732 2.879261 -4.234693
H10 -6.320636 3.384343 -2.059461
H11 -4.992844 3.145281 0.036190
H12 -2.666124 2.433570 -0.052582
H13 2.828628 -3.457256 -4.834823
H14 2.735048 -4.945374 -6.809743
H15 0.545979 -5.556277 -7.796623
H16 -1.536965 -4.656922 -6.802488
H17 -1.419779 -3.152496 -4.838460
H18 1.937041 -4.922952 -2.692454
H19 3.389513 -4.634392 -0.449008
H20 4.101854 -0.597955 -2.097614
H21 3.639616 2.054826 -2.068799
H22 4.871910 -0.936637 2.523526
H23 4.725360 -1.674475 4.881771
H24 2.977877 -3.296123 5.563183
H25 1.376698 -4.147714 3.875853
H26 1.536068 -3.409104 1.531181
H27 -0.083826 -0.808368 -5.865538
H28 -1.029203 1.594209 -5.193856
Br1 -5.168719 1.645290 2.847445
C45 -3.659226 1.238043 3.934134
C46 -3.779216 1.362548 5.314616
C47 -2.725453 1.059467 6.132558
Br2 -2.952615 1.256151 8.022000
C48 -1.494522 0.613149 5.595752
C49 -0.358152 0.280053 6.366719
C50 0.786116 -0.138127 5.749645
C51 0.806417 -0.228602 4.347131
N5 -0.230182 0.068121 3.604543
C52 -1.375744 0.485452 4.185844
C53 -2.488015 0.804007 3.269462
O1 -2.375186 0.702987 2.023274
H29 -4.714170 1.702488 5.739569
H30 -0.408812 0.364039 7.444525
H31 1.669990 -0.398268 6.318379
H32 1.704414 -0.551781 3.828444
N6 -1.479388 -2.879816 1.233849
C54 -2.437143 -2.588534 0.666828
C55 -3.586586 -2.233542 -0.126049
C56 -4.033599 -0.916045 -0.181975
C57 -5.086887 -0.601829 -1.027643
C58 -5.698376 -1.589032 -1.787708
C59 -5.257559 -2.904084 -1.715430
C60 -4.196502 -3.228669 -0.890254
H33 -3.552291 -0.141018 0.407941
H34 -5.413598 0.423676 -1.101481
H35 -6.515918 -1.329434 -2.449519
H36 -5.728141 -3.672774 -2.315724
H37 -3.818014 -4.241264 -0.840711

Cartesian forces, eV/Å:
0.435 -0.328 0.232
-0.006 -0.003 -0.014
0.004 0.002 0.017
-0.004 -0.014 -0.022
0.007 0.032 0.044
-0.003 -0.001 0.003
0.000 -0.002 0.009
-0.084 -0.017 -0.041
0.012 -0.100 0.029
-0.006 0.000 -0.012
0.069 0.044 0.000
-0.097 0.130 0.017
0.050 0.126 -0.107
0.139 -0.032 0.032
0.006 0.015 -0.033
-0.001 0.006 0.018
-0.079 -0.017 -0.017
0.056 -0.034 0.007
-0.084 0.017 0.012
-0.105 -0.108 0.069
-0.030 0.095 -0.117
0.027 0.018 -0.100
0.025 0.010 0.033
0.021 -0.026 -0.020
-0.010 0.001 0.012
-0.001 -0.003 -0.004
0.006 0.002 0.004
0.001 -0.009 -0.002
-0.005 0.020 0.007
0.006 0.049 0.114
-0.050 -0.008 -0.070
0.026 -0.081 0.086
-0.064 0.079 -0.099
-0.020 -0.115 -0.049
-0.016 -0.016 0.118
0.027 -0.076 -0.093
-0.035 0.073 0.053
0.038 -0.112 0.003
0.062 0.001 0.009
-0.092 0.169 -0.005
-0.012 0.020 -0.039
0.035 -0.009 0.011
-0.005 -0.004 -0.022
-0.005 -0.023 0.002
-0.005 -0.003 0.013
0.016 0.011 -0.006
-0.149 -0.054 0.045
0.117 0.042 -0.045
-0.059 0.179 -0.102
0.000 0.000 0.001
-0.001 0.000 -0.001
-0.003 -0.005 -0.001
-0.001 0.001 0.000
-0.002 -0.001 -0.001
-0.012 0.006 -0.003
0.030 0.033 0.028
-0.006 -0.014 0.002
0.002 -0.004 -0.001
0.010 0.015 0.000
-0.013 -0.002 0.006
-0.025 -0.020 -0.007
0.002 -0.002 0.007
-0.001 -0.001 -0.001
0.000 0.000 0.000
-0.001 0.000 0.000
0.001 0.006 0.002
0.008 -0.004 -0.007
-0.002 -0.001 -0.004
0.002 -0.006 0.005
0.003 -0.001 -0.002
0.007 0.004 0.010
0.003 0.003 -0.004
-0.002 0.003 -0.001
-0.004 0.002 -0.004
-0.001 -0.008 0.001
-0.010 -0.014 -0.002
-0.002 0.002 0.006
-0.013 0.018 0.011
0.036 -0.091 -0.086
0.009 -0.011 0.032
-0.045 0.023 0.030
0.004 -0.005 -0.011
0.035 -0.018 -0.036
0.017 0.001 0.002
0.002 -0.016 0.014
-0.007 0.010 -0.050
-0.031 0.048 -0.062
-0.024 0.029 0.053
-0.028 0.075 -0.092
-0.119 0.003 0.168
-0.007 -0.002 -0.011
-0.004 0.003 0.000
-0.001 0.001 0.000
-0.020 0.032 0.005
-0.165 -0.086 0.043
0.138 0.064 -0.015
0.028 -0.040 -0.023
0.092 0.128 -0.081
-0.048 -0.137 -0.034
0.001 0.064 0.016
-0.006 -0.034 -0.003
0.030 -0.022 0.023
0.008 -0.083 0.106
-0.024 0.106 -0.002
0.007 0.004 0.000
0.003 0.000 0.004
-0.011 0.000 -0.007